1.
ORCA calculation (wB97M-V/def2-TZVPD) on a single C3H7NO3 molecule at a distorted geometry.

Each line ends with the Mulliken charge.
Positions of all 14 atoms, in Å:
O -1.87558 -0.84630 -1.40850  -0.49
C -0.75044 -0.85454 -0.95501  0.34
O 0.28207 -0.99237 -1.86654  -0.46
N -0.10163 -1.25058 0.26490  -0.16
C 0.72274 -0.18049 0.87166  -0.48
C -0.08629 1.11398 0.65287  -0.27
O 0.70402 2.28767 0.79091  -0.51
H 0.16286 -1.76042 -2.35050  0.31
H -0.51492 -2.14045 0.56601  0.26
H 0.95567 -0.34568 1.91796  0.36
H 1.66792 -0.16464 0.27833  0.24
H -0.90365 1.01732 1.39986  0.25
H -0.60231 1.16823 -0.38496  0.28
H 0.33954 2.94826 0.22300  0.32

Forces on atoms 1 to 2 (eV/Å):
O 0.9562 0.4834 2.2652
C 0.6974 -3.6711 -2.0231

Its total energy is -10855.092 eV. Its SMILES is O=C(O)NCCO. The value obtained for the maximum force is 4.25 eV Å⁻¹. The calculation puts the HOMO energy at -9.23 eV. As for the LUMO energy: 0.55 eV. The value obtained for the HOMO-LUMO gap is 9.78 eV. Its net charge is 0.

***

2.
ORCA calculation (wB97M-V/def2-TZVPD) on a single C5H7NO molecule.

Each line ends with the Mulliken charge.
Positions of all 14 atoms, in Å:
O 1.05582 0.09979 -2.40819  -0.63
C 0.41093 -0.00074 -1.37944  0.39
C -0.43108 1.12353 -0.80395  -0.54
C -0.22102 1.22753 0.68706  -0.37
C -0.03514 0.12580 1.40760  -0.28
C -0.01623 -1.23088 0.75270  -0.55
N 0.35907 -1.15890 -0.65330  -0.17
H -1.48258 0.88302 -1.01633  0.25
H -0.18766 2.04421 -1.33650  0.32
H -0.21974 2.21193 1.14855  0.37
H 0.11775 0.16094 2.48365  0.36
H -0.99756 -1.71209 0.87695  0.25
H 0.70598 -1.87651 1.26213  0.34
H 0.94147 -1.89764 -1.02095  0.26

Forces on atoms 1 to 2 (eV/Å):
O -0.2894 -0.0687 0.2149
C 0.0437 -0.0684 -0.0767

Its total energy is -8836.006 eV. Its SMILES is O=C1CC=CCN1. The value obtained for the maximum force is 0.37 eV Å⁻¹. The calculation puts the HOMO energy at -9.32 eV. As for the LUMO energy: 0.88 eV. The value obtained for the HOMO-LUMO gap is 10.20 eV. Its net charge is 0.

***

3.
ORCA calculation (wB97M-V/def2-TZVPD) on a molecular structure, C3H3AgLiO2 at a distorted geometry.

Each line ends with the Mulliken charge.
Positions of all 10 atoms, in Å:
C 0.09197 -1.02253 -0.09259  0.30
C -1.10117 -1.44199 -0.54459  -0.85
H -1.17075 -2.38481 -1.08663  0.23
H 0.98250 -1.59397 -0.39464  0.18
H -2.01124 -0.85266 -0.41266  0.22
O 0.32132 0.10109 0.60219  -0.70
C 1.25867 2.48185 -0.63810  0.09
O 0.43395 3.27549 -0.67210  -0.11
Li 2.11852 0.84392 0.83179  0.72
Ag -0.92378 0.59362 2.40733  -0.07

Forces on atoms 1 to 2 (eV/Å):
C -0.3853 0.3239 -0.4223
C 0.1454 -0.0230 -0.0023

The spin multiplicity is 2. Its total energy is -11456.378 eV. The value obtained for the maximum force is 2.98 eV Å⁻¹. The calculation puts the HOMO energy (spin up / spin down) at -5.39 / -7.77 eV. As for the LUMO energy (spin up / spin down): -0.92 / -1.10 eV. The value obtained for the HOMO-LUMO gap (spin up / spin down) is 4.47 / 6.68 eV. Its net charge is 0.

***

What is the maximum force in the third record? 2.98 eV Å⁻¹